A structure of composition C15H22As2N3Sn in a non-equilibrium geometry, computed with ωB97M-V/def2-TZVPD.

Max |F|: 1.20 eV/A
Calculated total energy: -5433.65104 Eh
Gap between HOMO and LUMO: 6.767 eV
Charge: +3

Geometry as XYZ:
```
43
Properties=species:S:1:pos:R:3:forces:R:3:nbo_charge:R:1
Sn 0.507 -3.848 -0.101 -0.479 -0.564 -0.091 1.572
C 4.177 0.090 -0.196 0.029 -0.125 -0.045 -0.932
As 2.610 -0.861 0.490 0.076 0.425 0.025 0.839
C 2.868 -0.585 2.404 -0.106 0.111 0.060 -0.937
C 1.126 0.578 0.292 0.649 -0.214 0.730 -0.097
C 1.630 1.959 0.558 -0.064 0.170 -0.089 -0.207
C 0.928 3.098 0.557 0.156 -0.073 0.031 -0.175
C -0.494 3.275 0.280 -0.217 -0.045 -0.017 -0.122
C -1.371 2.305 -0.001 0.010 -0.058 -0.187 -0.276
C -1.015 0.868 -0.057 -0.521 0.236 0.616 -0.120
As -2.411 -0.637 0.040 -0.030 0.630 0.028 1.669
C -3.741 -0.092 1.308 -0.060 -0.025 0.246 -0.943
C -3.246 -0.913 -1.680 0.022 -0.047 0.021 -0.930
H 4.482 0.894 0.473 -0.079 -0.011 0.015 0.253
H 4.014 0.481 -1.200 -0.061 -0.018 0.015 0.250
H 4.999 -0.625 -0.249 -0.063 -0.056 0.014 0.283
H 3.005 0.465 2.659 -0.006 0.010 -0.064 0.253
H 3.778 -1.120 2.680 -0.014 -0.043 -0.061 0.284
H 2.043 -0.996 2.984 0.008 -0.021 -0.012 0.239
H 2.686 2.022 0.785 -0.021 0.049 -0.004 0.243
H 1.468 4.008 0.790 0.043 0.002 -0.007 0.271
H -0.859 4.294 0.327 -0.036 0.011 -0.039 0.273
H -2.411 2.545 -0.187 0.035 0.110 0.001 0.257
H -4.360 0.682 0.848 0.135 -0.002 -0.088 0.292
H -3.315 0.280 2.239 0.101 -0.021 -0.068 0.284
H -4.360 -0.967 1.510 0.078 -0.015 -0.032 0.305
H -3.376 0.058 -2.163 0.109 0.017 0.082 0.276
H -4.224 -1.349 -1.470 0.091 -0.069 0.010 0.302
H -2.675 -1.589 -2.313 0.008 0.005 0.045 0.265
C 0.631 -1.080 -2.856 0.084 -0.048 0.020 -0.712
C 0.198 -0.818 -1.469 0.381 0.038 -0.406 0.603
N -0.081 -1.712 -0.602 0.006 0.812 -0.289 -0.681
C -0.587 -1.232 0.684 -0.462 0.146 0.282 -0.314
C -0.156 0.197 1.042 0.249 -0.037 -0.301 -0.357
N 0.206 0.558 -0.992 -0.055 -0.515 -0.534 -0.493
H 0.586 -2.145 -3.072 -0.017 -0.019 -0.078 0.267
H 1.657 -0.732 -3.018 0.005 0.059 0.053 0.293
H -0.003 -0.547 -3.570 -0.024 0.018 0.010 0.296
H -0.489 -2.011 1.445 -0.272 0.192 0.164 0.245
H -0.267 0.479 2.086 -0.018 -0.093 -0.004 0.298
H 0.418 1.251 -1.715 -0.041 -0.007 -0.024 0.477
N -2.739 -2.909 0.261 -0.535 -0.134 0.110 -0.508
C -1.838 -3.619 0.172 0.905 -0.777 -0.135 -0.080
```
Forces are in eV/Å.